(1)
Density functional theory data (the ωB97M-V functional and the def2-TZVPD basis) for a molecular structure, C7H12O4P2 at a distorted geometry.

Element x y z (Å)
C  -1.9539  2.4250  -0.3410
C  -1.2564  1.3745  0.1207
C  0.0610  -1.6424  -0.8940
C  0.8792  -1.0316  -0.1214
C  -0.0583  -3.2579  -0.9458
C  0.1104  1.4260  0.8385
C  2.8296  1.4985  0.4688
O  5.2781  0.5668  -0.3034
O  3.9301  -1.2346  1.0042
O  0.8860  1.2857  -1.6673
O  2.8944  -0.1868  -1.0791
P  1.4137  0.6876  -0.4271
P  3.9615  0.0391  0.1587
H  -2.9285  2.2901  -0.7651
H  -1.7649  3.4317  0.0690
H  -1.2907  0.4061  -0.3249
H  -0.3877  -1.1042  -1.6724
H  1.4184  -1.6158  0.5338
H  0.7390  -3.6198  -0.3069
H  0.2504  -3.4660  -2.0205
H  -1.0600  -3.7287  -0.7300
H  0.2016  0.8822  1.7003
H  0.3310  2.4367  1.2787
H  3.3627  2.3641  -0.0084
H  2.6940  1.7053  1.6243

Atoms 1-6, force components in eV/Å:
-0.1452 -0.0222 1.9342
2.6620 1.0177 0.3261
-1.8117 -3.8521 -0.8878
0.7465 1.8776 0.7458
0.1416 2.1512 -1.4309
-1.5295 2.5623 -1.9137

As for the total energy: -34221.2015 eV. The total charge is -2. The strongest force on any atom is 4.35 eV/Å. As for the HOMO energy: -0.87 eV. The calculation puts the energy relative to the best compared isomer or geometry (same formula, charge and spin) at 1.450 eV. Its HOMO-LUMO gap is 0.252 Eh.

=====

(2)
Density functional theory data (the ωB97M-V functional and the def2-TZVPD basis) for a molecular structure, C3H7NO2 at a distorted geometry.

Element x y z (Å)
C  -2.1426  0.4828  -0.0851
C  -1.7634  -0.9399  0.3628
C  -0.6543  0.5724  -0.1121
N  -0.3509  -0.6621  -0.0001
O  4.1173  0.3170  0.3448
O  3.1752  -0.2380  -0.5861
H  -2.7005  0.7159  -0.9943
H  -2.7732  0.9763  0.6232
H  -1.7892  -1.2885  1.4145
H  -2.3679  -1.7257  -0.3442
H  0.0496  1.3586  -0.3612
H  2.2573  -0.1080  -0.1858
H  4.9426  0.5392  -0.0765

Atoms 1-6, force components in eV/Å:
-0.4779 0.3689 1.4964
-1.9654 -3.1961 -2.7484
0.4257 0.6227 -1.2301
0.0602 0.1531 0.6688
-1.5084 0.0136 2.0520
-0.5548 0.0375 -0.5022

As for the total energy: -8804.1306 eV. The strongest force on any atom is 4.65 eV/Å. As for the HOMO energy: -9.73 eV. The calculation puts the energy relative to the best compared isomer or geometry (same formula, charge and spin) at 6.398 eV. Its HOMO-LUMO gap is 0.393 Eh.

=====

(3)
Density functional theory data (the ωB97M-V functional and the def2-TZVPD basis) for a single C4H8N2S molecule at a distorted geometry.

Element x y z (Å)
C  -1.1642  0.5527  -1.6933
N  -0.1387  0.2493  -0.6955
C  -0.5884  0.2702  0.7551
C  0.5454  -0.4193  1.3638
S  2.1154  0.5341  1.8253
C  0.9120  -1.3115  0.2858
N  0.6235  -0.8981  -0.9231
H  -0.7331  0.7631  -2.7050
H  -2.2018  -0.1316  -1.6982
H  -1.4847  1.6813  -1.5539
H  -1.5391  -0.0802  0.8450
H  -0.5968  1.3174  1.1426
H  0.2703  -1.0739  2.1879
H  2.3862  0.7600  0.5688
H  1.5940  -2.2135  0.2947

Atoms 1-6, force components in eV/Å:
-1.8813 1.9766 -0.2715
-1.3661 0.8341 -0.5535
2.7501 4.1749 -1.9354
0.9006 -1.7641 1.9426
-1.4432 -0.4797 0.7515
2.3646 -2.4604 -3.9085

As for the total energy: -18090.5793 eV. As for the SMILES: CN1C[C@H](S)C=N1. The strongest force on any atom is 5.36 eV/Å. As for the HOMO energy: -8.34 eV. The calculation puts the energy relative to the best compared isomer or geometry (same formula, charge and spin) at 3.163 eV. Its HOMO-LUMO gap is 0.338 Eh.

=====

(4)
Density functional theory data (the ωB97M-V functional and the def2-TZVPD basis) for 2 unconnected molecules or ions with the total composition C3H4N3 at a distorted geometry.

Element x y z (Å)
C  3.1305  0.7144  0.0927
C  3.2316  -0.6220  -0.0990
C  -1.6187  0.3625  -0.0892
N  1.9173  -0.8576  -0.1294
N  1.9466  1.2763  0.1719
N  1.1835  0.2763  -0.0274
H  4.1676  -1.1757  0.0163
H  -1.4472  1.1269  -0.7367
H  -0.9784  -0.4729  -0.2917
H  -2.4001  0.6404  0.6758

Atoms 1-6, force components in eV/Å:
-3.9097 0.1851 0.0724
2.1914 -0.3805 0.7034
-0.4156 -0.3580 1.9979
0.4080 -0.9555 -0.4612
2.1915 2.9692 0.0226
-0.5524 -1.0608 0.3390

As for the total energy: -7628.5532 eV. The total charge is +1. The strongest force on any atom is 3.91 eV/Å. As for the HOMO energy: -15.07 eV. The calculation puts the energy relative to the best compared isomer or geometry (same formula, charge and spin) at 7.753 eV. Its HOMO-LUMO gap is 0.240 Eh.

=====

(5)
Density functional theory data (the ωB97M-V functional and the def2-TZVPD basis) for a single C23H32N4O3 molecule.

Element x y z (Å)
C  -7.1955  -0.3876  3.0373
O  -6.9761  -0.6995  1.6832
C  -5.8667  -0.1964  1.0731
C  -4.9129  0.6081  1.6833
C  -3.8263  1.0565  0.9509
C  -3.6486  0.7241  -0.3821
C  -2.4580  1.2160  -1.1593
N  -1.4313  0.1809  -1.2578
C  -0.4137  0.4645  -2.2471
C  0.5744  1.5595  -1.8236
C  1.2283  1.1716  -0.4963
N  2.0825  2.2444  -0.0403
N  1.5913  3.4756  0.0693
C  2.5848  4.2434  0.4701
C  3.7568  3.5005  0.6357
C  3.3892  2.2099  0.3040
N  4.1722  1.0509  0.2723
C  3.9054  -0.0880  0.9817
O  2.9032  -0.2317  1.6421
C  4.9872  -1.1464  0.8099
C  4.6498  -2.4355  1.5792
C  4.3291  -3.4764  0.5070
C  5.2431  -3.0812  -0.6478
C  5.1231  -1.5583  -0.6747
C  0.1531  0.8733  0.5499
C  -0.8223  -0.1779  0.0087
C  -4.6173  -0.0810  -0.9917
O  -4.5307  -0.3941  -2.3342
C  -3.7823  -1.5655  -2.5988
C  -5.7069  -0.5340  -0.2697
H  -7.3074  0.6909  3.1887
H  -6.3861  -0.7618  3.6727
H  -8.1247  -0.8866  3.3080
H  -5.0024  0.8970  2.7184
H  -3.0991  1.6912  1.4372
H  -2.0851  2.1421  -0.6974
H  -2.7806  1.4424  -2.1790
H  0.1389  -0.4669  -2.4190
H  -0.9031  0.7442  -3.1829
H  1.3352  1.6911  -2.5959
H  0.0564  2.5097  -1.6918
H  1.8546  0.2850  -0.6383
H  2.4299  5.2920  0.6283
H  4.7207  3.8421  0.9523
H  5.0978  1.1612  -0.1149
H  5.9254  -0.7180  1.1748
H  3.8086  -2.2661  2.2502
H  5.5067  -2.7557  2.1717
H  4.5016  -4.4940  0.8527
H  3.2862  -3.3872  0.1997
H  4.9537  -3.5352  -1.5945
H  6.2708  -3.3718  -0.4238
H  5.9770  -1.0863  -1.1603
H  4.2220  -1.2752  -1.2231
H  -0.3700  1.8019  0.7818
H  0.6279  0.5028  1.4582
H  -0.2806  -1.1173  -0.1467
H  -1.6164  -0.3628  0.7340
H  -3.7790  -1.6826  -3.6812
H  -4.2517  -2.4423  -2.1382
H  -2.7577  -1.4626  -2.2280
H  -6.4543  -1.1470  -0.7480

Atoms 1-6, force components in eV/Å:
-0.0206 0.0532 0.2010
0.0976 -0.0339 -0.3217
0.1641 0.0131 -0.1370
-0.2785 -0.0792 0.3144
-0.0526 -0.0589 -0.2517
0.0898 0.1541 -0.1545

As for the total energy: -36472.9830 eV. As for the SMILES: COc1ccc(CN2CCC(n3nccc3NC(=O)C3CCCC3)CC2)c(OC)c1. The strongest force on any atom is 0.80 eV/Å. As for the HOMO energy: -8.22 eV. The calculation puts the energy relative to the best compared isomer or geometry (same formula, charge and spin) at 3.158 eV. Its HOMO-LUMO gap is 0.324 Eh.

=====

(6)
Density functional theory data (the ωB97M-V functional and the def2-TZVPD basis) for 5 unconnected molecules or ions with the total composition C36H28F7NO6S at a distorted geometry.

Element x y z (Å)
C  1.8105  -0.3932  1.6716
C  2.0069  0.9198  0.9825
O  3.0014  1.1666  0.3846
O  0.9958  1.8544  1.0910
C  0.1750  1.8111  -0.0718
C  -0.8892  0.7391  0.0406
C  -1.0193  -0.2334  -0.9504
C  -2.0000  -1.2144  -0.8121
S  -2.1170  -2.4536  -2.0711
O  -1.5190  -2.0281  -3.2999
O  -3.4958  -2.8225  -2.1758
C  -1.1508  -3.9055  -1.3783
F  -0.4597  -4.5113  -2.3143
F  -2.0005  -4.7364  -0.7952
F  -0.3084  -3.4418  -0.4462
C  -2.8736  -1.2887  0.2582
C  -2.7358  -0.3021  1.2225
C  -1.7750  0.6789  1.1165
C  -1.9166  1.5764  2.3199
O  -1.3136  2.5545  2.6147
N  -2.9568  1.0285  3.1263
C  -3.5067  -0.1182  2.4836
O  -4.3875  -0.7867  2.9076
H  0.9470  -0.4134  2.3272
H  1.7199  -1.1914  0.9440
H  2.6970  -0.5734  2.2685
H  0.7752  1.6071  -0.9550
H  -0.3063  2.7707  -0.2330
H  -0.3655  -0.2522  -1.8070
H  -3.6199  -2.0638  0.3333
H  -3.7188  1.6937  3.2482
F  -5.4679  -8.0670  2.3895
C  -4.8031  -8.2586  1.2331
C  -4.9340  -9.4665  0.5786
C  -4.2503  -9.6572  -0.6133
C  -3.4459  -8.6493  -1.1268
C  -3.3263  -7.4431  -0.4492
C  -4.0126  -7.2406  0.7395
H  -5.5616  -10.2403  0.9999
H  -4.3473  -10.5958  -1.1418
H  -2.9130  -8.8036  -2.0555
H  -2.7001  -6.6628  -0.8441
H  -3.9409  -6.3066  1.2813
F  -2.2103  -7.0112  -8.4832
C  -2.2047  -5.9381  -7.6658
C  -3.1340  -4.9380  -7.8680
C  -3.1262  -3.8384  -7.0219
C  -2.1932  -3.7476  -5.9976
C  -1.2663  -4.7650  -5.8185
C  -1.2697  -5.8740  -6.6530
H  -3.8489  -5.0247  -8.6753
H  -3.8529  -3.0498  -7.1627
H  -2.1828  -2.8918  -5.3387
H  -0.5343  -4.6942  -5.0249
H  -0.5595  -6.6801  -6.5255
F  1.5065  5.2078  -1.1495
C  2.3714  5.3936  -0.1258
C  2.0112  4.9637  1.1329
C  2.9004  5.1464  2.1808
C  4.1246  5.7621  1.9575
C  4.4641  6.1915  0.6811
C  3.5838  6.0030  -0.3748
H  1.0507  4.4904  1.2860
H  2.6356  4.8064  3.1729
H  4.8136  5.9074  2.7795
H  5.4153  6.6753  0.5075
H  3.8303  6.3214  -1.3789
F  6.1050  8.7857  2.2347
C  5.8728  8.8654  3.5601
C  4.6135  9.2225  3.9980
C  4.3778  9.2978  5.3627
C  5.3969  9.0245  6.2650
C  6.6558  8.6698  5.8010
C  6.9000  8.5839  4.4381
H  3.8353  9.4356  3.2775
H  3.3948  9.5705  5.7216
H  5.2092  9.0875  7.3284
H  7.4525  8.4591  6.5015
H  7.8719  8.3022  4.0555

Atoms 1-6, force components in eV/Å:
-0.2999 0.0674 0.5997
0.1656 -0.0218 0.2546
0.4804 0.2569 -0.4972
-0.2415 -0.3253 -0.2689
-0.4040 -0.2328 -0.1448
0.1250 0.1185 -0.1365

As for the total energy: -81418.0435 eV. As for the SMILES: CC(=O)OCc1cc(S(=O)(=O)C(F)(F)F)cc2c1C(=O)NC2=O.Fc1ccccc1.Fc1ccccc1.Fc1ccccc1.Fc1ccccc1. The strongest force on any atom is 2.21 eV/Å. As for the HOMO energy: -9.14 eV. Its HOMO-LUMO gap is 0.279 Eh.